[1]
{
  "formula": "C9H36N6O9",
  "method": "wB97M-V/def2-TZVPD",
  "smiles": "NC(N)=O.NC(N)=O.NC(N)=O.CO.CO.CO.CO.CO.CO",
  "e_tot_ev": -37282.5656,
  "e_above_lowest_kj_mol": 355.3,
  "homo_energy_ev": -9.44,
  "symbols": ["N", "C", "N", "O", "H", "H", "H", "H", "N", "C", "N", "O", "H", "H", "H", "H", "N", "C", "N", "O", "H", "H", "H", "H", "C", "O", "H", "H", "H", "H", "C", "O", "H", "H", "H", "H", "C", "O", "H", "H", "H", "H", "C", "O", "H", "H", "H", "H", "C", "O", "H", "H", "H", "H", "C", "O", "H", "H", "H", "H"],
  "xyz": [[1.86408, -0.49587, 4.65269], [1.97222, -1.68224, 5.11643], [1.17560, -2.56005, 4.51752], [2.69770, -1.86618, 6.03245], [1.56527, -0.40567, 3.69212], [2.52692, 0.13992, 5.07283], [0.92052, -2.25856, 3.58793], [1.13579, -3.52722, 4.80583], [5.46189, 0.54072, 1.40417], [4.77848, 0.82032, 0.35718], [4.25890, 2.03793, 0.35298], [4.58683, -0.01286, -0.52167], [6.13848, -0.20918, 1.40432], [5.69747, 1.32016, 2.00173], [4.41112, 2.46725, 1.25443], [3.64577, 2.35406, -0.38475], [3.44316, 0.31578, -5.61575], [4.00953, -0.26378, -6.66819], [3.78102, 0.33975, -7.74222], [4.77130, -1.22623, -6.61417], [2.82875, 1.10520, -5.75516], [3.59625, -0.07435, -4.69680], [4.23878, 0.08076, -8.60447], [2.99243, 0.96703, -7.81104], [0.89868, -3.96712, -2.98470], [2.26168, -4.02692, -2.65619], [0.29935, -4.53600, -2.27387], [0.53092, -2.94109, -2.97333], [0.76402, -4.37499, -3.98650], [2.57820, -3.25626, -2.17922], [-4.80495, -1.07595, -3.81852], [-5.89026, -0.18317, -3.80319], [-4.71500, -1.69018, -2.92258], [-4.83105, -1.69410, -4.71592], [-3.87696, -0.53329, -3.99866], [-5.73173, 0.76112, -3.73402], [-4.58477, -1.97168, 3.23792], [-4.41767, -0.96866, 2.21028], [-3.62311, -2.38106, 3.54729], [-5.07369, -1.55462, 4.11833], [-5.20491, -2.75120, 2.79535], [-5.27708, -0.77154, 1.83062], [-1.77521, 5.09104, 0.13074], [-2.84870, 4.21526, 0.29414], [-1.68850, 5.78038, 0.97061], [-0.89467, 4.45422, 0.21572], [-1.92176, 5.52732, -0.85733], [-2.79620, 3.89200, 1.19656], [-2.65535, 1.80265, 5.39238], [-2.45720, 2.07741, 4.03649], [-2.40540, 2.73328, 5.90184], [-3.67661, 1.47821, 5.59204], [-2.00638, 1.00654, 5.75726], [-2.91734, 1.35350, 3.60539], [-0.41855, 0.30653, -0.15615], [-0.65358, -0.87715, 0.58330], [0.43290, 0.24590, -0.83398], [-1.27792, 0.68749, -0.70790], [-0.24996, 1.11913, 0.55051], [-1.58950, -0.88371, 0.79688]],
  "nbo_charge": [-0.82, 0.74, -0.84, -0.66, 0.38, 0.41, 0.38, 0.41, -0.81, 0.74, -0.83, -0.68, 0.42, 0.37, 0.38, 0.42, -0.84, 0.74, -0.80, -0.68, 0.38, 0.42, 0.41, 0.37, -0.24, -0.73, 0.16, 0.16, 0.17, 0.48, -0.24, -0.75, 0.17, 0.17, 0.16, 0.48, -0.25, -0.75, 0.19, 0.17, 0.17, 0.47, -0.24, -0.72, 0.16, 0.15, 0.19, 0.47, -0.25, -0.72, 0.18, 0.16, 0.16, 0.47, -0.25, -0.73, 0.18, 0.17, 0.16, 0.48]
}

[2]
{
  "formula": "C3H14NO2",
  "method": "wB97M-V/def2-TZVPD",
  "total_charge": 1,
  "e_tot_ev": -8917.2738,
  "e_above_lowest_kj_mol": 49.4,
  "homo_energy_ev": -15.73,
  "symbols": ["C", "C", "N", "C", "H", "H", "H", "H", "H", "H", "H", "H", "H", "H", "H", "H", "O", "H", "H", "O"],
  "xyz": [[0.25638, -0.58244, 1.82144], [-1.00411, -0.26074, 1.06483], [-0.70916, 0.22470, -0.37029], [-2.00885, 0.42102, -1.09292], [0.86649, 0.30559, 2.01619], [0.05489, -0.96011, 2.82374], [0.90562, -1.27276, 1.30180], [-1.64480, -1.12388, 0.90153], [-1.56123, 0.54176, 1.53298], [-0.08642, -0.45280, -0.85276], [-0.14234, 1.06526, -0.31036], [-2.24159, -0.51263, -1.59265], [-1.94622, 1.27502, -1.75482], [-2.78164, 0.59055, -0.34997], [3.04808, 1.80758, 0.18205], [1.84661, 2.32751, -0.54709], [2.34199, 1.51655, -0.40491], [1.39094, -2.34888, -1.77909], [2.05227, -0.96587, -1.42011], [1.36309, -1.59542, -1.16959]],
  "nbo_charge": [-0.66, -0.20, -0.52, -0.42, 0.22, 0.25, 0.25, 0.22, 0.22, 0.47, 0.42, 0.23, 0.24, 0.23, 0.49, 0.47, -0.96, 0.50, 0.50, -0.98]
}

[3]
{
  "formula": "C60H64N6O6SSbSiTi",
  "method": "wB97M-V/def2-TZVPD",
  "total_charge": -1,
  "multiplicity": 3,
  "e_tot_ev": -132854.1439,
  "homo_energy_ev": [-1.83, -4.67],
  "symbols": ["Ti", "C", "C", "C", "C", "C", "C", "N", "Sb", "C", "C", "C", "C", "C", "C", "N", "C", "C", "C", "C", "C", "C", "N", "H", "H", "H", "H", "H", "H", "H", "H", "H", "H", "H", "H", "H", "H", "H", "H", "H", "H", "O", "C", "C", "C", "C", "C", "C", "C", "C", "N", "H", "H", "H", "H", "H", "H", "H", "H", "H", "H", "H", "O", "Si", "C", "C", "C", "C", "C", "C", "C", "C", "C", "C", "C", "C", "C", "C", "C", "C", "C", "C", "H", "H", "H", "H", "H", "H", "H", "H", "H", "H", "H", "H", "H", "H", "H", "C", "C", "C", "C", "C", "C", "N", "H", "H", "H", "H", "H", "H", "H", "H", "C", "C", "C", "C", "C", "C", "C", "S", "O", "O", "N", "C", "C", "C", "O", "O", "H", "H", "H", "H", "H", "H", "H", "H", "H", "H", "H", "H"],
  "xyz": [[-0.21147, -0.92616, -0.01143], [1.33977, 1.61511, -4.30258], [0.86761, 2.84111, -3.56541], [0.97047, 4.09090, -4.12368], [0.50099, 5.22685, -3.39173], [-0.01794, 5.01993, -2.13547], [-0.12067, 3.72240, -1.61479], [0.33673, 2.62477, -2.33105], [-0.57299, 3.66811, 0.45795], [0.75257, 2.13958, 1.33003], [1.64853, 2.88149, 2.10487], [2.61364, 2.26396, 2.86588], [2.71332, 0.89867, 2.76291], [1.86097, 0.19857, 1.92341], [2.15613, -1.26439, 1.76285], [0.84101, 0.78641, 1.23772], [-2.64682, 2.99528, 0.80293], [-3.18894, 3.49933, 1.99078], [-4.55860, 3.49446, 2.17517], [-5.36562, 3.00520, 1.16068], [-4.76415, 2.54760, -0.00484], [-5.59650, 2.02457, -1.14566], [-3.43713, 2.55793, -0.17680], [2.18555, 1.84652, -4.95184], [1.63377, 0.85006, -3.58817], [0.53791, 1.21153, -4.92843], [1.41968, 4.20493, -5.10398], [0.57744, 6.22389, -3.80619], [-0.35482, 5.85728, -1.53258], [1.55863, 3.96071, 2.11430], [3.27126, 2.83299, 3.51223], [3.48141, 0.35229, 3.29893], [2.06669, -1.77640, 2.71889], [1.50022, -1.73515, 1.06084], [3.17007, -1.38617, 1.38504], [-2.53197, 3.89584, 2.75725], [-4.99570, 3.88337, 3.08745], [-6.44499, 3.00629, 1.25511], [-6.62316, 2.38446, -1.07255], [-5.17675, 2.33736, -2.10101], [-5.61970, 0.93058, -1.12173], [-0.73742, 0.03273, -1.67511], [-1.90169, 0.06180, -2.50514], [-2.06972, -1.20586, -3.32968], [-1.92586, -2.49680, -2.50367], [-2.63943, -2.41468, -1.18738], [-3.80078, -3.14933, -0.99771], [-4.55581, -2.99796, 0.14987], [-4.18588, -1.99161, 1.02286], [-3.01720, -1.30102, 0.78312], [-2.16780, -1.58026, -0.22588], [-0.16167, 0.93263, -1.91758], [-1.82652, 0.92656, -3.16208], [-2.76568, 0.20878, -1.88353], [-1.34370, -1.23609, -4.14472], [-3.06963, -1.15314, -3.77216], [-0.87630, -2.70463, -2.34063], [-2.33533, -3.33183, -3.07230], [-4.10924, -3.84464, -1.76764], [-5.42890, -3.61203, 0.33020], [-4.79314, -1.73251, 1.87921], [-2.73738, -0.48477, 1.42084], [-0.70092, -1.16166, 2.06983], [-1.06625, -1.34469, 3.60917], [-2.87233, -1.86480, 3.98588], [-3.24737, -3.05817, 4.60919], [-4.57404, -3.33556, 4.92361], [-5.56762, -2.41558, 4.62629], [-5.21906, -1.20965, 4.02779], [-3.89221, -0.94230, 3.72383], [-1.05940, 0.19483, 4.73465], [-1.38349, 1.45492, 4.23496], [-1.50449, 2.56692, 5.05961], [-1.32116, 2.43226, 6.42774], [-1.03890, 1.17821, 6.95845], [-0.91486, 0.07751, 6.12206], [0.09271, -2.57430, 4.48283], [1.20976, -2.10793, 5.18417], [2.10932, -2.97852, 5.78591], [1.90822, -4.34988, 5.70464], [0.81010, -4.83980, 5.01153], [-0.07823, -3.96051, 4.40640], [-2.49030, -3.78827, 4.87078], [-4.83072, -4.27151, 5.40724], [-6.60243, -2.62570, 4.87041], [-5.98331, -0.47522, 3.80340], [-3.64350, 0.01857, 3.28255], [-1.55357, 1.56668, 3.17154], [-1.74292, 3.53375, 4.62862], [-1.40813, 3.29333, 7.08058], [-0.92355, 1.05628, 8.02962], [-0.70901, -0.89524, 6.55788], [1.38038, -1.03733, 5.25735], [2.96995, -2.58653, 6.31531], [2.60768, -5.03259, 6.17258], [0.65274, -5.90927, 4.92953], [-0.90986, -4.36564, 3.83888], [1.59624, -2.16462, -2.89457], [1.14892, -3.11603, -1.82958], [1.29895, -4.47670, -1.89803], [0.69528, -5.02699, -0.73841], [0.19450, -3.97740, -0.01387], [-0.48337, -4.10363, 1.30947], [0.46689, -2.77184, -0.65873], [1.58129, -2.67247, -3.86376], [2.61277, -1.81909, -2.70099], [0.95000, -1.29787, -2.94014], [1.77907, -5.02007, -2.70075], [0.62989, -6.07261, -0.46708], [-1.27896, -3.37536, 1.44529], [-0.90616, -5.10794, 1.39792], [0.22851, -3.97129, 2.12238], [5.15843, -0.63105, -7.89052], [5.02582, 0.51697, -6.92473], [4.07136, 1.51102, -7.12455], [3.94568, 2.56556, -6.23452], [4.79548, 2.63806, -5.14063], [5.77087, 1.67188, -4.93557], [5.87617, 0.61637, -5.82627], [4.53754, 3.91479, -3.94184], [5.80757, 4.23195, -3.35408], [3.75813, 4.94397, -4.56712], [3.60321, 3.23253, -2.77933], [4.18981, 2.10811, -2.01253], [3.24509, 1.67684, -0.88353], [2.87879, 0.18301, -0.95772], [3.80659, -0.62925, -1.03185], [1.62569, -0.07696, -0.95148], [4.23758, -0.77712, -8.45472], [5.39695, -1.55604, -7.36451], [5.96328, -0.43759, -8.60474], [3.41572, 1.45231, -7.98627], [3.21027, 3.34944, -6.37425], [6.44311, 1.76361, -4.09075], [6.62565, -0.15071, -5.66324], [2.65857, 3.06470, -3.13962], [5.13596, 2.48021, -1.62383], [4.40821, 1.24057, -2.64098], [2.33867, 2.28112, -0.91363], [3.72537, 1.82955, 0.08262]],
  "mulliken_charge": [0.71, 0.87, -1.06, 0.21, -1.20, -0.63, -0.32, 0.31, 0.80, -1.15, -0.67, -1.52, -0.78, 0.99, -1.09, 1.67, -0.13, -0.35, -0.85, -0.62, 0.69, -1.37, 0.02, -0.66, -0.37, 0.51, 0.33, 0.37, 0.38, 0.55, 0.44, 0.50, 0.46, -1.04, 0.74, 0.56, 0.43, 0.40, 0.48, 0.29, 0.17, 0.72, -0.31, -1.25, 0.22, 0.79, -0.99, -1.27, -0.79, -0.65, 1.45, -0.56, 0.53, 0.05, 0.39, 0.57, -1.49, 0.94, 0.51, 0.47, 0.36, 0.58, 0.91, -0.81, 1.88, -0.60, -0.84, -0.78, -0.13, -1.12, 1.03, 0.72, -0.78, -0.76, -0.95, -0.53, 1.20, -0.36, -0.74, -0.78, -0.89, -0.41, 0.34, 0.44, 0.37, 0.46, 0.07, -0.23, 0.33, 0.36, 0.42, 0.42, 0.50, 0.44, 0.39, 0.40, 0.19, -0.55, 0.13, -1.37, -1.07, -0.07, -0.96, 2.03, 0.52, 0.23, -0.44, 0.54, 0.51, -0.28, 0.60, 0.31, -1.51, 0.74, -0.35, -0.69, 0.31, -0.50, -0.66, 1.27, -0.78, -0.68, 0.26, -0.54, 0.19, -0.29, -0.84, 0.59, 0.36, 0.37, 0.30, 0.37, 0.37, 0.49, 0.37, -0.63, 0.38, 0.36, -0.18, 0.35]
}

[4]
{
  "formula": "ClCu2In",
  "method": "wB97M-V/def2-TZVPD",
  "total_charge": 6,
  "multiplicity": 3,
  "e_tot_ev": -106847.9647,
  "homo_energy_ev": [-43.92, -43.84],
  "symbols": ["In", "Cu", "Cu", "Cl"],
  "xyz": [[1.48680, 0.13395, -1.75137], [-1.94247, -1.60653, 1.35576], [0.93599, 1.65610, 0.56471], [-0.48031, -0.18352, -0.16911]],
  "nbo_charge": [2.57, 1.98, 1.83, -0.37]
}

[5]
{
  "formula": "CH4N4O",
  "method": "wB97M-V/def2-TZVPD",
  "e_tot_ev": -9103.6671,
  "e_above_lowest_kj_mol": 436.4,
  "homo_energy_ev": -9.05,
  "symbols": ["C", "N", "N", "N", "N", "O", "H", "H", "H", "H"],
  "xyz": [[1.14511, 0.76090, 0.09937], [1.78962, -1.58340, -0.07024], [-1.25028, -0.01046, 0.01728], [-2.48788, 0.06580, 0.10216], [1.14655, -0.64757, -0.07999], [-0.60401, -1.02518, -0.40462], [1.89745, 1.18729, -0.53874], [-0.01745, 1.08244, -0.20871], [1.29155, 1.02748, 1.04018], [-2.91066, -0.85732, 0.04330]],
  "nbo_charge": [-0.53, 0.06, 0.10, -0.41, 0.16, -0.44, 0.24, 0.30, 0.23, 0.29]
}